Record 1
ORCA calculation (ωB97M-V/def2-TZVPD) on a structure of composition C13H43F2NO20P3S2Sr.

Element x y z (Å)
1 Sr 26.66 0.68 24.59
2 N 24.74 -0.18 25.79
3 S 24.56 -0.92 27.05
4 O 24.11 -2.33 27.08
5 O 24.33 -0.15 28.23
6 F 26.14 -1.11 27.41
7 S 23.10 0.33 25.77
8 O 22.81 1.67 26.27
9 O 22.10 -0.72 26.06
10 F 23.01 0.47 24.19
11 C 19.99 -2.68 27.31
12 O 19.13 -3.35 28.17
13 H 20.14 -1.61 27.47
14 H 20.94 -3.21 27.30
15 H 19.65 -2.67 26.27
16 H 19.62 -3.51 28.98
17 C 22.44 0.34 31.32
18 O 21.38 -0.03 30.39
19 H 23.39 0.05 30.86
20 H 22.31 1.36 31.67
21 H 22.39 -0.38 32.14
22 H 21.65 -0.79 29.87
23 C 26.05 -2.45 30.80
24 O 26.86 -1.43 31.41
25 H 26.64 -3.05 30.10
26 H 25.66 -3.18 31.52
27 H 25.32 -1.87 30.25
28 H 27.76 -1.75 31.56
29 C 29.12 0.45 27.97
30 O 28.76 -0.09 26.67
31 H 30.20 0.55 27.87
32 H 28.79 1.48 28.12
33 H 28.72 -0.26 28.69
34 H 29.52 -0.52 26.26
35 C 22.77 -3.16 24.11
36 O 22.24 -4.46 23.95
37 P 20.75 -4.71 23.34
38 O 19.69 -3.88 23.94
39 O 20.54 -6.23 23.32
40 C 19.33 -6.89 23.63
41 O 20.91 -4.38 21.76
42 C 20.02 -4.72 20.67
43 H 23.18 -3.13 25.12
44 H 22.09 -2.34 23.89
45 H 23.48 -2.86 23.33
46 H 19.10 -7.56 22.80
47 H 18.55 -6.13 23.73
48 H 19.30 -7.44 24.57
49 H 19.77 -5.78 20.73
50 H 20.41 -4.47 19.68
51 H 19.04 -4.30 20.85
52 C 26.06 5.37 24.85
53 O 25.77 5.09 26.14
54 P 26.52 3.90 26.81
55 O 26.88 2.73 25.96
56 O 27.78 4.50 27.53
57 C 27.83 5.66 28.46
58 O 25.64 3.46 28.10
59 C 26.02 2.32 28.82
60 H 26.65 4.59 24.37
61 H 26.70 6.23 24.69
62 H 25.10 5.49 24.34
63 H 28.27 6.55 28.01
64 H 28.38 5.37 29.35
65 H 26.88 5.97 28.89
66 H 26.78 2.50 29.58
67 H 26.35 1.45 28.26
68 H 25.18 1.82 29.31
69 C 19.63 2.37 25.86
70 O 18.31 2.75 26.12
71 P 17.16 1.69 26.53
72 O 16.01 2.29 27.31
73 O 16.76 1.14 24.99
74 C 17.60 0.25 24.26
75 O 17.92 0.41 27.24
76 C 18.28 0.42 28.60
77 H 19.88 2.40 24.80
78 H 19.91 1.36 26.15
79 H 20.33 3.16 26.16
80 H 18.50 0.74 23.89
81 H 17.12 0.04 23.30
82 H 17.84 -0.61 24.88
83 H 17.83 -0.36 29.21
84 H 18.22 1.44 28.99
85 H 19.35 0.32 28.79

Values from the calculation:
**Gap between HOMO and LUMO**: 0.2210 Eh
**LUMO level**: -0.1917 hartree
**HOMO level**: -0.413 Eh
**Charge**: +1

---

Record 2
ORCA calculation (ωB97M-V/def2-TZVPD) on a cluster of 8 separate species, C13H43NO9 in total.

Element x y z (Å)
1 C 1.57 2.31 1.67
2 O 0.14 2.35 1.61
3 C -0.38 3.19 2.65
4 C -1.94 3.07 2.52
5 N -2.42 1.67 2.59
6 C -2.47 1.11 3.97
7 C -3.11 -0.26 3.82
8 O -2.33 -1.01 2.93
9 C -2.84 -2.24 2.45
10 H 2.02 3.30 1.54
11 H 1.84 1.69 0.80
12 H 1.99 1.85 2.58
13 H 0.05 4.22 2.51
14 H -0.05 2.85 3.64
15 H -2.19 3.43 1.53
16 H -2.33 3.73 3.30
17 H -1.87 1.06 2.00
18 H -3.10 1.73 4.63
19 H -1.49 1.01 4.48
20 H -4.17 -0.09 3.46
21 H -3.22 -0.68 4.85
22 H -2.66 -3.05 3.17
23 H -2.35 -2.41 1.49
24 H -3.91 -2.16 2.26
25 C 0.40 0.35 -4.67
26 O 1.43 1.40 -4.49
27 H -0.23 0.54 -5.50
28 H 0.86 -0.64 -4.75
29 H -0.15 0.33 -3.74
30 H 1.90 1.55 -5.32
31 C -1.41 -3.10 -2.86
32 O -0.06 -2.99 -3.18
33 H -2.13 -2.99 -3.66
34 H -1.57 -4.09 -2.46
35 H -1.64 -2.36 -2.05
36 H 0.29 -2.52 -2.40
37 C 1.30 -4.68 -0.23
38 O 1.93 -5.23 0.92
39 H 1.74 -3.65 -0.26
40 H 1.47 -5.16 -1.20
41 H 0.19 -4.48 -0.14
42 H 1.61 -6.13 0.92
43 C 0.78 -1.37 2.19
44 O 1.89 -1.27 1.32
45 H 0.36 -0.36 2.38
46 H 0.03 -2.03 1.73
47 H 1.08 -1.74 3.17
48 H 2.52 -1.92 1.61
49 C 0.19 0.13 -0.88
50 O 0.68 -1.20 -1.01
51 H -0.59 0.33 -1.63
52 H -0.22 0.30 0.11
53 H 1.04 0.80 -1.10
54 H 1.24 -1.33 -0.21
55 C 4.08 1.34 -2.61
56 O 5.32 1.57 -3.32
57 H 4.17 0.46 -1.99
58 H 3.91 2.22 -2.00
59 H 3.27 1.21 -3.31
60 H 5.54 0.73 -3.75
61 C -1.18 3.33 -1.74
62 O -0.83 2.39 -2.66
63 H -2.04 3.93 -2.07
64 H -1.44 2.84 -0.79
65 H -0.31 4.02 -1.56
66 H -0.20 2.78 -3.29

Values from the calculation:
**SMILES string**: COCCNCCOC.CO.CO.CO.CO.CO.CO.CO
**Gap between HOMO and LUMO**: 0.3437 Eh
**LUMO level**: 0.0208 hartree
**HOMO level**: -0.323 Eh

---

Record 3
ORCA calculation (ωB97M-V/def2-TZVPD) on a cluster of 10 separate species, C13H43O10 in total.

Element x y z (Å)
1 C 2.06 0.44 -2.69
2 C 2.79 0.40 -1.27
3 C 2.05 1.32 -0.19
4 C 3.14 1.65 0.93
5 O 3.44 0.71 1.71
6 H 2.41 -0.47 -3.29
7 H 2.41 1.35 -3.31
8 H 0.93 0.38 -2.61
9 H 3.82 0.89 -1.42
10 H 1.16 0.80 0.33
11 H 1.63 2.31 -0.60
12 H 3.65 2.67 1.01
13 C 0.19 1.62 3.24
14 O -0.33 1.96 1.96
15 H 0.07 0.54 3.39
16 H 1.24 1.88 3.29
17 H -0.37 2.15 4.01
18 H -0.22 2.91 1.85
19 C -0.86 3.76 -1.87
20 O 0.51 3.54 -2.17
21 H -1.39 2.81 -1.96
22 H -0.96 4.13 -0.85
23 H -1.28 4.48 -2.58
24 H 0.96 4.39 -2.08
25 C 4.08 3.85 -5.26
26 O 4.30 2.50 -4.91
27 H 3.82 4.41 -4.37
28 H 5.00 4.28 -5.70
29 H 3.26 3.92 -5.98
30 H 4.54 2.03 -5.71
31 C 6.13 -1.18 2.29
32 O 6.96 -2.29 1.94
33 H 6.72 -0.26 2.22
34 H 5.29 -1.12 1.60
35 H 5.77 -1.29 3.32
36 H 6.42 -3.08 2.02
37 C -3.38 -0.21 -1.25
38 O -2.80 1.06 -1.00
39 H -4.27 -0.07 -1.88
40 H -2.67 -0.85 -1.77
41 H -3.68 -0.67 -0.30
42 H -2.02 0.91 -0.45
43 C -0.74 -2.41 2.86
44 O -1.25 -2.07 1.58
45 H -0.84 -3.49 3.01
46 H 0.32 -2.15 2.91
47 H -1.30 -1.88 3.63
48 H -1.14 -1.12 1.47
49 C -3.85 -5.44 2.81
50 O -3.80 -4.32 3.68
51 H -4.51 -6.19 3.25
52 H -4.25 -5.14 1.84
53 H -2.85 -5.86 2.69
54 H -3.22 -3.67 3.26
55 C -4.01 -0.15 3.96
56 O -3.18 0.98 4.18
57 H -4.53 -0.40 4.89
58 H -4.75 0.07 3.19
59 H -3.40 -1.00 3.65
60 H -2.74 1.17 3.35
61 C -3.65 -2.84 -4.21
62 O -2.83 -1.71 -4.01
63 H -4.15 -3.09 -3.28
64 H -4.40 -2.62 -4.98
65 H -3.04 -3.69 -4.53
66 H -2.39 -1.51 -4.84

Values from the calculation:
**Gap between HOMO and LUMO**: 0.1272 Eh
**LUMO level**: 0.0906 hartree
**HOMO level**: -0.037 Eh
**Charge**: -1

---

Question: What is the HOMO level in the third record?
Answer: -0.037 Eh